{"formula": "C45H91BrF4N8O12Si", "method": "ωB97M-V/def2-TZVPD", "symbols": ["C", "C", "O", "O", "C", "C", "C", "C", "C", "C", "O", "C", "C", "C", "C", "C", "C", "C", "C", "C", "O", "Si", "C", "C", "C", "C", "O", "N", "C", "Br", "C", "F", "F", "C", "F", "F", "H", "H", "H", "H", "H", "H", "H", "H", "H", "H", "H", "H", "H", "H", "H", "H", "H", "H", "H", "H", "H", "H", "H", "H", "H", "H", "H", "H", "H", "H", "H", "H", "H", "H", "H", "H", "H", "H", "H", "H", "H", "H", "C", "N", "C", "C", "O", "H", "H", "H", "H", "H", "H", "H", "C", "N", "C", "C", "O", "H", "H", "H", "H", "H", "H", "H", "C", "N", "C", "C", "O", "H", "H", "H", "H", "H", "H", "H", "C", "N", "C", "C", "O", "H", "H", "H", "H", "H", "H", "H", "C", "N", "C", "C", "O", "H", "H", "H", "H", "H", "H", "H", "C", "N", "C", "C", "O", "H", "H", "H", "H", "H", "H", "H", "C", "N", "C", "C", "O", "H", "H", "H", "H", "H", "H", "H"], "coordinates": [[-1.052114, 3.793430, -6.521222], [0.314713, 2.832694, -6.522510], [0.176411, 1.555463, -6.893874], [1.568463, 3.506967, -6.150096], [2.384313, 2.656277, -5.231215], [3.148940, 3.543471, -4.077614], [2.244467, 3.846661, -2.736470], [2.002654, 2.466125, -1.822910], [0.392376, 2.397913, -1.539438], [-0.061638, 1.280659, -0.404976], [0.375664, 1.779681, 0.906347], [1.666558, 1.219046, 1.327006], [2.431921, 2.382689, 2.253883], [1.782091, 3.878371, 2.087372], [4.083919, 2.343264, 2.071435], [4.871492, 2.328098, 3.545110], [4.684455, 3.644879, 1.261775], [-1.724891, 1.429315, -0.507665], [-2.604950, 1.402105, 0.871266], [-4.061958, 2.162550, 0.781629], [-4.829464, 1.884740, -0.441688], [-6.220562, 0.853283, -0.144882], [-6.430758, -0.237524, -1.764898], [-6.019760, -0.396217, 1.305901], [-7.864767, 1.911483, -0.048209], [-2.149572, 0.502947, -1.790699], [-3.203403, 0.510466, -2.609914], [-0.972433, -0.436197, -1.934006], [0.022241, -0.315271, -0.762537], [1.675755, -1.095644, -1.569756], [-0.398047, -1.446132, 0.343906], [-0.642906, -0.937284, 1.711810], [0.781743, -2.383239, 0.459729], [-1.676906, -2.386386, -0.065607], [-1.948027, -3.264182, 1.133985], [-1.420908, -3.328393, -1.191284], [-0.687219, 4.844841, -6.941430], [-1.798570, 3.334461, -7.297397], [-1.517810, 3.889724, -5.442955], [3.248241, 2.209436, -5.923475], [1.789111, 1.730839, -4.827079], [4.133562, 2.966912, -3.779190], [3.409336, 4.588267, -4.574927], [1.171589, 4.177781, -3.135812], [2.630388, 4.752860, -2.088294], [2.670621, 2.621478, -0.863472], [2.412739, 1.585619, -2.517038], [0.079577, 3.467196, -1.114218], [-0.146543, 2.279696, -2.571292], [2.386536, 0.909271, 0.458434], [1.583421, 0.278706, 2.042172], [2.245197, 2.066404, 3.389693], [0.634648, 3.893070, 2.413337], [2.326412, 4.567054, 2.896500], [1.976341, 4.394348, 1.053040], [4.437750, 1.345290, 1.534234], [5.738373, 1.541340, 3.592915], [5.355140, 3.397342, 3.724392], [4.152165, 2.136369, 4.448174], [4.604244, 4.605554, 1.940798], [5.842398, 3.480142, 1.061238], [4.160222, 3.808636, 0.226424], [-1.895457, 2.549702, -0.882219], [-2.831300, 0.252598, 1.101199], [-2.065347, 1.815959, 1.823273], [-3.817891, 3.330025, 0.760793], [-4.691485, 2.010109, 1.783824], [-6.947686, 0.372160, -2.635452], [-5.430521, -0.753198, -2.091598], [-7.186427, -1.126672, -1.513689], [-6.342695, 0.169818, 2.293115], [-4.975472, -0.919260, 1.379427], [-6.848981, -1.239015, 1.141683], [-7.639639, 3.056383, -0.256856], [-8.622993, 1.585920, -0.909510], [-8.402642, 1.713091, 0.973425], [-0.339327, -0.058000, -2.700682], [-2.642022, -1.730692, -0.193428], [-7.075982, 0.876187, 7.199243], [-6.876963, 0.778993, 5.773003], [-6.183912, 1.621980, 4.955379], [-5.522357, 2.823909, 5.570206], [-6.115888, 1.384638, 3.751301], [-6.672038, -0.028817, 7.659636], [-8.151345, 0.924144, 7.388326], [-6.590436, 1.752582, 7.629579], [-7.291585, -0.004621, 5.281612], [-5.010832, 3.395979, 4.790436], [-6.272840, 3.468732, 6.034678], [-4.780960, 2.507648, 6.308351], [-2.280110, -4.836865, -4.332550], [-2.081092, -4.934059, -5.758790], [-1.388040, -4.091072, -6.576414], [-0.726485, -2.889143, -5.961587], [-1.320016, -4.328414, -7.780492], [-1.876166, -5.741869, -3.872157], [-3.355474, -4.788907, -4.143467], [-1.794564, -3.960470, -3.902214], [-2.495713, -5.717673, -6.250181], [-0.214961, -2.317073, -6.741357], [-1.476968, -2.244320, -5.497115], [0.014911, -3.205404, -5.223442], [-12.718194, 1.844211, 7.589941], [-11.476711, 2.580009, 7.613081], [-10.563029, 2.730819, 6.612131], [-10.837516, 2.063849, 5.293000], [-9.549836, 3.398859, 6.806877], [-13.529113, 2.541810, 7.813394], [-12.675146, 1.083238, 8.373220], [-12.902397, 1.366707, 6.627095], [-11.217566, 3.059749, 8.467552], [-10.018240, 2.277570, 4.600126], [-10.902564, 0.980927, 5.426431], [-11.763847, 2.451891, 4.861860], [7.399707, -2.911627, 0.501647], [7.164934, -1.540537, 0.886622], [6.381525, -1.067128, 1.897370], [5.645263, -2.061680, 2.751235], [6.295443, 0.144403, 2.085909], [8.472998, -3.104132, 0.573452], [7.083977, -3.029973, -0.537952], [6.858976, -3.619955, 1.130053], [7.625613, -0.807232, 0.359873], [5.065520, -1.529525, 3.511283], [4.954774, -2.645203, 2.136841], [6.355635, -2.720039, 3.257674], [0.764146, -1.111691, -9.259754], [2.005628, -0.375892, -9.236614], [2.919310, -0.225082, -10.237563], [2.644823, -0.892052, -11.556695], [3.932503, 0.442957, -10.042816], [-0.046773, -0.414091, -9.036299], [0.807193, -1.872664, -8.476475], [0.579942, -1.589193, -10.222600], [2.264773, 0.103847, -8.382143], [3.464100, -0.678330, -12.249567], [2.579775, -1.974973, -11.423263], [1.718492, -0.504010, -11.987834], [3.194009, -7.552204, 2.330515], [4.469825, -6.942180, 2.041764], [4.748884, -5.939359, 1.160894], [3.615029, -5.359268, 0.362039], [5.904118, -5.537165, 1.040733], [2.987396, -7.416650, 3.394988], [3.273327, -8.620699, 2.114907], [2.382740, -7.120773, 1.743384], [5.286928, -7.277093, 2.539361], [3.997895, -4.571444, -0.293484], [3.159298, -6.134044, -0.259882], [2.870895, -4.919784, 1.031117], [11.619142, -1.353200, 4.352217], [10.677269, -1.902259, 5.298064], [9.344789, -1.637924, 5.416722], [8.727806, -0.653767, 4.462223], [8.686541, -2.201536, 6.288397], [12.049162, -2.181322, 3.783478], [12.412953, -0.855764, 4.915136], [11.156401, -0.641676, 3.667661], [11.014230, -2.574803, 5.977451], [7.661544, -0.551071, 4.684716], [9.199630, 0.325611, 4.576041], [8.832794, -1.011218, 3.434725]], "atomic_forces_ev_per_a": [[1.584, 0.227, -0.856], [-1.285, -4.068, -1.508], [1.664, 7.574, 2.600], [-3.177, -2.765, 0.828], [2.242, -1.016, -0.453], [-0.484, 0.642, -0.028], [-1.085, -0.352, -0.648], [0.513, 1.448, -1.239], [1.567, -0.130, 0.220], [-2.216, 1.072, 0.267], [0.790, -2.367, -1.881], [1.933, 0.447, 1.414], [-0.099, -0.263, 0.669], [0.323, 0.403, 1.306], [0.770, 0.045, 0.504], [0.167, 0.677, 0.189], [0.460, -0.369, 0.134], [-1.016, 2.602, -0.179], [-1.249, -1.999, 0.281], [0.794, 1.734, 0.365], [-0.507, -1.228, 2.568], [0.095, -0.447, -1.858], [-0.687, -0.849, -0.388], [-1.077, -0.411, 0.900], [-0.873, 0.409, -0.371], [-2.982, 0.037, -2.007], [7.067, -0.106, 5.185], [0.424, 1.875, -0.305], [-1.100, 0.111, -0.526], [-0.254, 1.202, -0.210], [1.567, -1.565, 1.733], [0.654, -1.348, -4.084], [-3.706, 2.159, 0.755], [-0.449, -1.959, 1.197], [0.886, 2.372, -3.422], [-0.626, 3.144, 3.449], [-0.936, -2.144, 1.175], [1.485, 0.742, 1.769], [1.112, -0.254, -2.257], [-1.867, 0.868, 1.553], [0.877, 1.994, -0.688], [-1.950, 1.221, -0.677], [-0.308, -2.292, 0.976], [2.214, -0.548, 0.769], [-0.506, -1.949, -1.364], [-1.590, -0.756, -1.853], [-1.047, 1.712, 1.942], [0.555, -2.526, -0.670], [0.861, -0.001, 1.926], [-1.648, 0.733, 1.329], [-0.344, 1.781, -1.649], [0.265, 0.736, -2.487], [2.536, -0.136, -1.083], [-1.081, -1.453, -1.751], [-0.608, -1.217, 1.880], [-0.971, 2.161, 1.000], [-1.887, 1.589, -0.313], [-1.025, -2.164, -0.309], [1.182, 0.293, -1.754], [-0.037, -1.882, -1.515], [-2.452, 0.225, 0.414], [0.968, -0.185, 1.967], [0.271, -2.386, 0.579], [0.427, 2.399, -0.264], [-0.630, -0.691, -2.142], [-0.463, -2.337, -0.020], [1.461, -0.030, -2.085], [1.361, -1.261, 1.582], [-1.897, 1.178, 0.366], [1.502, 1.874, -0.442], [1.112, -1.492, -1.918], [-1.956, 1.071, 0.007], [1.815, 1.701, 0.181], [-0.527, -2.334, 0.789], [1.704, 0.536, 1.847], [0.962, 0.766, -1.851], [-1.571, -1.026, 0.437], [1.881, -1.625, -0.192], [-0.257, -0.392, -0.021], [0.416, 0.436, -0.672], [-0.304, -0.432, -0.164], [0.134, 0.200, -0.094], [0.014, 0.402, 0.487], [-0.018, 0.150, 0.245], [0.137, 0.146, 0.289], [-0.122, -0.133, -0.190], [0.113, 0.193, 0.147], [-0.169, -0.247, 0.100], [0.107, -0.084, 0.118], [-0.132, 0.121, 0.071], [-0.223, -0.350, -0.089], [0.308, 0.319, -0.472], [-0.186, -0.511, -0.796], [0.141, 0.216, -0.054], [0.049, 0.207, 0.528], [-0.045, 0.168, 0.289], [0.106, 0.084, 0.313], [-0.072, -0.137, -0.146], [0.111, 0.223, 0.129], [-0.235, -0.249, 0.173], [0.158, -0.034, 0.144], [-0.135, 0.134, 0.106], [-0.018, 0.162, 0.433], [0.531, 0.107, -0.408], [0.541, 0.558, 0.497], [0.137, -0.016, -0.248], [-0.350, -0.369, -0.152], [-0.185, -0.262, -0.097], [-0.279, -0.104, -0.154], [0.122, 0.133, 0.152], [-0.084, -0.116, -0.225], [-0.137, 0.025, 0.278], [-0.181, 0.064, -0.100], [0.003, -0.217, 0.010], [0.217, 0.137, -0.162], [-0.358, 0.545, 0.583], [0.334, 0.423, -0.459], [-0.165, 0.036, 0.210], [0.145, -0.514, -0.111], [-0.067, -0.279, -0.064], [0.032, -0.334, 0.097], [0.115, 0.218, -0.217], [-0.143, -0.160, 0.148], [0.194, 0.006, -0.225], [0.160, -0.151, 0.088], [-0.151, -0.131, -0.111], [-0.041, 0.184, 0.433], [0.616, 0.106, -0.534], [0.436, 0.526, 0.699], [0.121, -0.040, -0.279], [-0.341, -0.289, -0.203], [-0.163, -0.243, -0.045], [-0.266, -0.105, -0.267], [0.128, 0.089, 0.172], [-0.183, -0.066, -0.198], [-0.145, 0.029, 0.291], [-0.181, 0.083, -0.095], [-0.005, -0.217, 0.017], [0.242, -0.246, 0.285], [0.294, 0.579, -0.481], [0.677, -0.185, 0.295], [-0.023, 0.188, -0.158], [-0.475, -0.163, 0.020], [-0.294, -0.106, -0.099], [-0.321, 0.022, 0.041], [0.221, -0.018, 0.074], [-0.218, 0.082, -0.119], [0.025, -0.222, 0.206], [-0.142, 0.114, 0.120], [-0.108, -0.127, -0.143], [0.251, -0.289, 0.266], [-0.553, 0.034, 0.127], [-0.243, -0.563, 0.762], [-0.224, 0.061, 0.003], [0.264, 0.296, -0.477], [0.129, 0.243, -0.195], [0.089, 0.116, -0.307], [-0.006, -0.150, 0.179], [-0.085, 0.185, -0.187], [0.297, -0.088, 0.024], [-0.021, -0.059, -0.220], [0.067, 0.216, -0.012]], "lumo_ev": -0.24, "homo_ev": -8.86, "charge": 0, "homo_lumo_gap_ev": 8.61, "energy_ha": -6372.8073, "smiles": "CC(=O)OCCCCC[C@@]1(OC[C@H](C)C(C)C)[C@H](CCO[Si](C)(C)C)C(=O)N[C@]1(Br)C(F)(F)C(F)F.CNC(C)=O.CNC(C)=O.CNC(C)=O.CNC(C)=O.CNC(C)=O.CNC(C)=O.CNC(C)=O"}